Model i:
C2H4NO3P | the ωB97M-V functional and the def2-TZVPD basis

The geometry in ORCA input format:
```
! RIJCOSX wB97M-V def2-TZVPD def2/J DEFGRID3
* xyz -2 1
C 2.477 -0.457 0.110
C -1.265 -0.437 -0.214
N 2.407 0.783 0.188
O 3.475 1.501 0.153
O -2.121 -0.356 1.226
O -3.277 1.322 -0.549
P -3.110 -0.253 -0.088
H 1.553 -1.010 0.082
H 3.312 -1.144 0.280
H -1.132 -1.447 -0.259
H -2.318 1.498 -0.929
*
```

The calculation puts the gap between HOMO and LUMO at 0.2100 Ha. The value obtained for the HOMO energy is 1.053 eV. Its LUMO energy is 6.8 eV.

=====

Model ii:
C2H4NO3P | the ωB97M-V functional and the def2-TZVPD basis

The geometry in ORCA input format:
```
! RIJCOSX wB97M-V def2-TZVPD def2/J DEFGRID3
* xyz -2 1
C 0.628 0.811 -0.277
C 0.170 -1.118 0.552
N 1.697 1.520 0.141
O -1.666 -0.555 -1.374
O -2.609 -0.318 1.014
O -0.637 1.230 0.158
P -1.368 -0.324 0.085
H 0.632 0.330 -1.273
H 0.335 -2.062 0.127
H 0.485 -0.859 1.563
H 2.333 1.347 -0.717
*
```

The calculation puts the gap between HOMO and LUMO at 0.2156 Ha. The value obtained for the HOMO energy is 1.673 eV. Its LUMO energy is 7.5 eV.

=====

Stability comparison, relative energies in eV: model i 4.793; model ii 0.000

=====

Model i:
C3H6N4 | the ωB97M-V functional and the def2-TZVPD basis

The geometry in ORCA input format:
```
! RIJCOSX wB97M-V def2-TZVPD def2/J DEFGRID3
* xyz 0 1
C -0.063 -0.229 0.272
C 0.296 1.160 -0.430
C -0.929 -0.943 -0.510
H 0.973 -0.627 3.089
H 0.530 1.084 2.279
H 1.434 1.510 -0.026
H -0.683 1.875 0.320
H 0.636 0.826 -2.423
H -1.686 -1.785 -0.280
N 0.959 0.023 2.239
N 0.098 -0.740 1.350
N 0.029 0.757 -1.715
N -0.662 -0.442 -1.724
*
```

The calculation puts the gap between HOMO and LUMO at 0.3260 Ha. The value obtained for the HOMO energy is -8.056 eV. Its LUMO energy is 0.8 eV.

=====

Model ii:
C3H6N4 | the ωB97M-V functional and the def2-TZVPD basis

The geometry in ORCA input format:
```
! RIJCOSX wB97M-V def2-TZVPD def2/J DEFGRID3
* xyz 0 1
H -1.063 -1.597 1.481
N -0.028 -1.559 1.255
C 0.209 -0.631 0.459
N 1.468 -0.304 -0.061
N 1.376 0.591 -1.086
C 0.158 1.006 -1.043
N -0.562 0.372 -0.038
C -1.991 0.515 0.342
H 2.244 -1.102 -0.290
H -0.189 1.884 -1.563
H -2.558 -0.392 0.235
H -2.515 1.293 -0.283
H -1.950 0.873 1.384
*
```

The calculation puts the gap between HOMO and LUMO at 0.3256 Ha. As for the SMILES: [H]/N=c1/[nH]ncn1C. The value obtained for the HOMO energy is -8.132 eV. Its LUMO energy is 0.7 eV.

=====

Model iii:
C3H6N4 | the ωB97M-V functional and the def2-TZVPD basis

The geometry in ORCA input format:
```
! RIJCOSX wB97M-V def2-TZVPD def2/J DEFGRID3
* xyz 0 1
C -2.190 -0.773 0.328
C 1.374 -0.954 -0.131
C 0.306 1.221 0.071
H -2.351 0.151 0.853
H -3.088 -1.439 0.215
H 1.271 -2.148 -0.322
H 3.509 -0.285 0.121
H 1.380 1.705 0.396
H -1.371 1.208 -0.600
N -1.021 -0.942 -0.331
N 0.082 -0.280 -0.041
N 2.218 -0.139 0.214
N -0.749 1.910 -0.167
*
```

The calculation puts the gap between HOMO and LUMO at 0.3302 Ha. The value obtained for the HOMO energy is -8.548 eV. Its LUMO energy is 0.4 eV.

=====

Model iv:
C3H6N4 | the ωB97M-V functional and the def2-TZVPD basis

The geometry in ORCA input format:
```
! RIJCOSX wB97M-V def2-TZVPD def2/J DEFGRID3
* xyz 0 1
C -0.158 -1.095 0.384
C -0.679 -2.222 1.163
C 0.550 2.218 -1.387
N 0.228 0.037 1.318
N -0.068 -0.890 -0.806
N 0.645 1.044 0.743
N 0.783 1.111 -0.471
H -1.739 -1.938 1.494
H -0.819 -3.192 0.588
H -0.136 -2.401 2.037
H -0.065 1.681 -2.170
H -0.035 3.092 -1.041
H 1.494 2.556 -1.851
*
```

The calculation puts the gap between HOMO and LUMO (spin up / spin down) at 0.3253 / 0.3254 Ha. The value obtained for the HOMO energy (spin up / spin down) is -9.326 / -9.326 eV. Its LUMO energy (spin up / spin down) is -0.5 / -0.5 eV.

=====

Stability comparison, relative energies in eV: model i 4.877; model ii 0.000; model iii 4.602; model iv 3.216

=====

Model i:
C3H6N4 | the ωB97M-V functional and the def2-TZVPD basis

The geometry in ORCA input format:
```
! RIJCOSX wB97M-V def2-TZVPD def2/J DEFGRID3
* xyz 0 1
C -0.061 -1.700 1.334
N 0.579 -1.506 -0.069
N 0.337 -0.271 -0.375
C -0.841 0.175 -1.059
N -0.894 1.509 -0.774
N 0.071 1.849 0.014
C 0.609 0.806 0.358
H 0.316 -2.573 1.716
H 0.314 -1.002 2.013
H -1.121 -1.606 1.349
H 1.515 -1.636 0.045
H -1.261 -0.537 -1.705
H 1.345 0.599 1.210
*
```

The calculation puts the gap between HOMO and LUMO at 0.3698 Ha. As for the SMILES: CNn1cnnc1. The value obtained for the HOMO energy is -9.292 eV. Its LUMO energy is 0.8 eV.

=====

Model ii:
C3H6N4 | the ωB97M-V functional and the def2-TZVPD basis

The geometry in ORCA input format:
```
! RIJCOSX wB97M-V def2-TZVPD def2/J DEFGRID3
* xyz 0 1
C 0.477 0.945 -1.347
N -0.012 0.585 -0.024
N -0.427 1.401 0.996
C -0.757 0.573 1.911
N -0.681 -0.765 1.595
C -0.218 -0.697 0.364
N -0.010 -1.788 -0.394
H 1.550 0.997 -1.380
H 0.061 0.236 -2.054
H 0.088 1.948 -1.509
H -1.037 0.862 2.952
H 0.705 -1.630 -1.271
H 0.261 -2.666 0.160
*
```

The calculation puts the gap between HOMO and LUMO at 0.3471 Ha. As for the SMILES: Cn1ncnc1N. The value obtained for the HOMO energy is -8.783 eV. Its LUMO energy is 0.7 eV.

=====

Model iii:
C3H6N4 | the ωB97M-V functional and the def2-TZVPD basis

The geometry in ORCA input format:
```
! RIJCOSX wB97M-V def2-TZVPD def2/J DEFGRID3
* xyz 0 1
C 1.621 1.046 0.608
C -1.590 0.856 -0.530
C 1.841 0.240 -0.443
N 1.453 -1.021 -0.636
N 0.084 -2.511 0.402
N -1.439 -0.264 -0.355
N 0.693 -1.677 -0.012
H 2.110 1.895 0.813
H 0.881 0.661 1.380
H -1.790 1.941 -0.521
H -2.523 -1.564 0.732
H 2.460 0.465 -1.338
H -2.198 -2.257 0.931
*
```

The calculation puts the gap between HOMO and LUMO at 0.3498 Ha. The value obtained for the HOMO energy is -8.625 eV. Its LUMO energy is 0.9 eV.

=====

Stability comparison, relative energies in eV: model i 3.162; model ii 0.000; model iii 4.793

=====

Model i:
C4H6FN | the ωB97M-V functional and the def2-TZVPD basis

The geometry in ORCA input format:
```
! RIJCOSX wB97M-V def2-TZVPD def2/J DEFGRID3
* xyz 0 1
C -0.098 -0.369 1.441
C 0.165 -0.412 0.124
C -0.753 0.079 -0.873
C 1.352 -1.002 -0.310
N 2.392 -1.457 -0.512
H -0.909 0.004 1.971
H 0.680 -0.827 1.990
H -0.956 1.231 -0.632
H -1.623 -0.415 -0.830
H -0.515 -0.113 -1.893
F 2.353 1.315 0.348
H 2.367 0.445 0.013
*
```

The calculation puts the gap between HOMO and LUMO at 0.3801 Ha. As for the SMILES: C=C(C)C#N.F. The value obtained for the HOMO energy is -10.371 eV. Its LUMO energy is 0.0 eV.

=====

Model ii:
C4H6FN | the ωB97M-V functional and the def2-TZVPD basis

The geometry in ORCA input format:
```
! RIJCOSX wB97M-V def2-TZVPD def2/J DEFGRID3
* xyz 0 1
C -2.272 -1.710 -1.042
N -1.322 -1.537 -0.240
C -0.800 -0.164 0.023
F -1.513 0.826 -0.565
C 0.240 0.101 0.795
C 0.706 1.497 1.051
H -2.599 -2.730 -1.188
H -2.800 -0.932 -1.593
H 0.775 -0.726 1.229
H 1.463 1.782 0.316
H 1.149 1.584 2.041
H -0.123 2.197 0.961
*
```

The calculation puts the gap between HOMO and LUMO at 0.3781 Ha. As for the SMILES: C=N/C(F)=C/C. The value obtained for the HOMO energy is -9.306 eV. Its LUMO energy is 1.0 eV.

=====

Stability comparison, relative energies in eV: model i 0.474; model ii 0.000

=====

Model i:
CH4N2 | the ωB97M-V functional and the def2-TZVPD basis

The geometry in ORCA input format:
```
! RIJCOSX wB97M-V def2-TZVPD def2/J DEFGRID3
* xyz 0 1
C 0.495 -0.349 -0.166
N -0.991 -0.446 0.655
N -0.528 0.762 0.633
H -1.138 1.427 0.062
H 1.322 -0.534 0.502
H 0.721 0.372 -0.971
H 0.119 -1.231 -0.714
*
```

The calculation puts the gap between HOMO and LUMO at 0.3107 Ha. The value obtained for the HOMO energy is -7.520 eV. Its LUMO energy is 0.9 eV.

=====

Model ii:
CH4N2 | the ωB97M-V functional and the def2-TZVPD basis

The geometry in ORCA input format:
```
! RIJCOSX wB97M-V def2-TZVPD def2/J DEFGRID3
* xyz 0 1
H -1.384 -1.097 -0.368
N -1.521 -0.191 -0.018
C -0.309 0.342 0.029
N 0.880 -0.361 -0.098
H -0.281 1.420 0.160
H 1.483 0.553 -0.598
H 1.132 -0.666 0.894
*
```

The calculation puts the gap between HOMO and LUMO at 0.3947 Ha. As for the SMILES: [H]/N=C\N. The value obtained for the HOMO energy is -10.033 eV. Its LUMO energy is 0.7 eV.

=====

Stability comparison, relative energies in eV: model i 3.766; model ii 0.000

=====

Model i:
C3H3FN2O | the ωB97M-V functional and the def2-TZVPD basis

The geometry in ORCA input format:
```
! RIJCOSX wB97M-V def2-TZVPD def2/J DEFGRID3
* xyz 0 1
O -0.285 1.831 0.030
N -0.832 0.797 0.360
C -1.976 0.291 -0.121
F -2.230 -0.841 0.426
N 0.073 -0.128 1.077
C 0.875 -0.662 0.028
C 1.456 0.227 0.727
H -2.489 1.038 -0.779
H 0.656 -1.432 -0.687
H 2.263 1.019 0.849
*
```

The calculation puts the gap between HOMO and LUMO (spin up / spin down) at 0.3452 / 0.3452 Ha. As for the SMILES: [O-]/[N+](=C/F)N1C=C1. The value obtained for the HOMO energy (spin up / spin down) is -8.502 / -8.502 eV. Its LUMO energy (spin up / spin down) is 0.9 / 0.9 eV.

=====

Model ii:
C3H3FN2O | the ωB97M-V functional and the def2-TZVPD basis

The geometry in ORCA input format:
```
! RIJCOSX wB97M-V def2-TZVPD def2/J DEFGRID3
* xyz 0 1
O -0.558 -0.650 2.200
N -0.496 -0.513 0.975
N -0.823 -1.272 0.009
C -0.302 -0.747 -1.166
C 0.467 0.324 -0.958
C 0.313 0.662 0.569
F -0.508 1.739 0.667
H -0.389 -1.324 -2.020
H 1.152 1.003 -1.445
H 1.144 0.778 1.170
*
```

The calculation puts the gap between HOMO and LUMO (spin up / spin down) at 0.3191 / 0.3191 Ha. As for the SMILES: [O-][N+]1=NC=C[C@H]1F. The value obtained for the HOMO energy (spin up / spin down) is -9.458 / -9.458 eV. Its LUMO energy (spin up / spin down) is -0.8 / -0.8 eV.

=====

Stability comparison, relative energies in eV: model i 3.582; model ii 0.000

=====

Model i:
C3H3FN2O | the ωB97M-V functional and the def2-TZVPD basis

The geometry in ORCA input format:
```
! RIJCOSX wB97M-V def2-TZVPD def2/J DEFGRID3
* xyz 0 1
C -1.529 -0.253 0.335
C -0.083 -0.112 0.122
C 1.741 0.725 -0.159
H -2.249 0.026 1.306
H -1.445 -1.399 0.046
H 2.716 1.341 -0.340
N 0.586 1.136 0.056
N 0.606 -1.124 -0.174
O 1.761 -0.663 -0.419
F -2.105 0.323 -0.771
*
```

The calculation puts the gap between HOMO and LUMO at 0.4403 Ha. The value obtained for the HOMO energy is -11.005 eV. Its LUMO energy is 1.0 eV.

=====

Model ii:
C3H3FN2O | the ωB97M-V functional and the def2-TZVPD basis

The geometry in ORCA input format:
```
! RIJCOSX wB97M-V def2-TZVPD def2/J DEFGRID3
* xyz 0 1
N 0.329 0.799 1.636
C 0.378 0.208 0.398
N 1.475 -0.267 -0.153
O 1.087 -0.764 -1.415
C -0.214 -0.519 -1.604
C -0.717 -0.008 -0.460
F -1.958 0.329 -0.123
H 0.870 0.265 2.273
H -0.629 0.927 1.947
H -0.622 -0.971 -2.499
*
```

The calculation puts the gap between HOMO and LUMO at 0.3838 Ha. As for the SMILES: Nc1nocc1F. The value obtained for the HOMO energy is -9.626 eV. Its LUMO energy is 0.8 eV.

=====

Stability comparison, relative energies in eV: model i 1.200; model ii 0.000

=====

Model i:
C4H11N3 | the ωB97M-V functional and the def2-TZVPD basis

The geometry in ORCA input format:
```
! RIJCOSX wB97M-V def2-TZVPD def2/J DEFGRID3
* xyz 2 1
C -0.427 -0.194 -0.799
C -1.475 0.869 1.679
C 1.793 0.424 -1.684
C 1.328 -1.364 -0.208
N 0.974 -0.248 -0.919
N -1.157 -0.460 -1.840
N -1.206 1.196 2.899
H -1.405 1.674 0.925
H -1.674 -0.244 1.486
H 2.852 0.340 -1.567
H 1.275 1.156 -2.279
H 0.447 -1.827 0.212
H 1.830 -2.060 -0.810
H 2.034 -1.081 0.681
H -2.112 -0.488 -1.657
H -0.845 -0.536 -2.821
H -0.929 2.210 3.016
H -1.305 0.632 3.686
*
```

The calculation puts the gap between HOMO and LUMO at 0.3428 Ha. The value obtained for the HOMO energy is -17.922 eV. Its LUMO energy is -8.6 eV.

=====

Model ii:
C4H11N3 | the ωB97M-V functional and the def2-TZVPD basis

The geometry in ORCA input format:
```
! RIJCOSX wB97M-V def2-TZVPD def2/J DEFGRID3
* xyz 2 1
C -0.945 -0.712 0.342
C 2.868 -0.061 -0.275
C -2.195 0.368 -1.456
C -2.065 1.243 0.805
N -1.740 0.296 -0.262
N -1.405 -1.902 0.641
N 4.119 -0.290 -0.226
H 2.216 -0.413 -1.054
H 2.528 0.507 0.537
H -2.975 1.208 -1.651
H -1.955 -0.395 -2.176
H -1.316 2.071 0.657
H -3.080 1.516 0.685
H -2.025 0.574 1.696
H -0.764 -2.612 1.009
H -2.326 -2.318 0.733
H 4.591 -0.854 -0.913
H 4.851 -0.015 0.520
*
```

The calculation puts the gap between HOMO and LUMO at 0.3143 Ha. The value obtained for the HOMO energy is -16.821 eV. Its LUMO energy is -8.3 eV.

=====

Model iii:
C4H11N3 | the ωB97M-V functional and the def2-TZVPD basis

The geometry in ORCA input format:
```
! RIJCOSX wB97M-V def2-TZVPD def2/J DEFGRID3
* xyz 2 1
C -0.476 1.045 1.294
C -0.931 0.345 -0.766
C 0.991 -0.718 0.506
C 0.336 -1.401 -1.812
N 0.611 0.362 1.403
N -1.110 2.027 1.787
N 0.366 -0.306 -0.800
H -1.771 -0.345 -0.827
H -0.981 1.199 -1.452
H 2.200 -0.693 0.557
H 0.688 -1.674 0.776
H -0.286 -2.261 -1.296
H -0.436 -1.339 -2.627
H 1.307 -1.956 -2.102
H 1.174 0.569 2.292
H -2.038 2.201 1.557
H -0.756 2.566 2.618
H 1.111 0.380 -1.108
*
```

The calculation puts the gap between HOMO and LUMO at 0.3884 Ha. The value obtained for the HOMO energy is -19.804 eV. Its LUMO energy is -9.2 eV.

=====

Model iv:
C4H11N3 | the ωB97M-V functional and the def2-TZVPD basis

The geometry in ORCA input format:
```
! RIJCOSX wB97M-V def2-TZVPD def2/J DEFGRID3
* xyz 2 1
C 0.035 0.735 -0.069
C -0.319 2.178 0.331
C 0.368 -1.101 -1.442
C 0.666 -0.362 2.184
N -0.803 -1.934 -1.395
N -0.117 0.276 -1.234
N 0.412 -0.051 0.867
H -0.124 2.842 -0.537
H -1.467 2.126 0.402
H 0.373 2.470 1.090
H 1.026 -1.430 -0.605
H -1.335 -1.961 -2.285
H 0.833 -1.136 -2.507
H -0.363 -0.755 2.523
H 0.939 0.472 2.930
H 1.382 -1.104 2.341
H -1.315 -2.046 -0.525
H -0.192 0.781 -2.070
*
```

The calculation puts the gap between HOMO and LUMO (spin up / spin down) at 0.2400 / 0.2876 Ha. The value obtained for the HOMO energy (spin up / spin down) is -19.575 / -19.324 eV. Its LUMO energy (spin up / spin down) is -13.0 / -11.5 eV.

=====

Stability comparison, relative energies in eV: model i 0.276; model ii 0.000; model iii 0.735; model iv 2.471